[1]
{
  "formula": "C17H20BF4N6Ni",
  "method": "the ωB97M-V functional and the def2-TZVPD basis",
  "elements": ["Ni", "F", "F", "F", "F", "N", "N", "N", "N", "N", "N", "C", "C", "C", "C", "C", "C", "C", "C", "C", "C", "C", "C", "C", "C", "C", "C", "C", "B", "H", "H", "H", "H", "H", "H", "H", "H", "H", "H", "H", "H", "H", "H", "H", "H", "H", "H", "H", "H"],
  "positions_angstrom": [[-0.080, 0.457, 0.244], [1.961, 2.186, -2.688], [3.623, 1.266, -1.378], [2.066, -0.090, -2.391], [1.436, 1.297, -0.639], [-0.692, -1.957, -3.261], [1.066, -0.939, 1.141], [-1.240, 0.222, -2.878], [0.619, -3.123, -1.643], [-0.245, -0.976, -1.152], [-0.047, -4.123, -3.595], [-3.511, -0.019, 0.373], [-2.392, 0.907, 0.752], [-1.751, 0.811, 1.985], [2.573, -1.817, 2.758], [-0.923, 2.786, 0.164], [-0.711, -0.932, -2.425], [-1.970, 1.917, -0.138], [-0.300, 2.651, 1.421], [-0.053, -3.042, -2.819], [0.483, -2.074, -0.884], [1.731, -0.824, 2.291], [-0.448, 3.815, -0.816], [2.730, -2.966, 2.002], [1.227, -2.050, 0.408], [-0.182, 1.717, 3.751], [2.046, -3.088, 0.802], [-0.739, 1.720, 2.357], [2.358, 1.159, -1.867], [-1.039, 3.794, -1.731], [-3.567, -0.144, -0.707], [0.596, 3.641, -1.078], [-0.472, -4.076, -4.505], [-0.739, 2.443, 4.346], [-0.289, 0.747, 4.234], [-2.495, 2.028, -1.078], [1.593, 0.098, 2.835], [-4.460, 0.397, 0.717], [0.864, 2.020, 3.772], [-1.404, 0.238, -3.872], [-2.059, 0.042, 2.684], [-0.895, 1.080, -2.480], [3.098, -1.675, 3.691], [-3.389, -0.998, 0.833], [-0.535, 4.810, -0.379], [0.532, 3.302, 1.665], [2.143, -3.955, 0.167], [3.385, -3.758, 2.338], [0.496, -4.925, -3.330]],
  "mulliken_spin": [1.623, 0.001, 0.002, -0.001, 0.037, 0.005, 0.074, 0.000, 0.002, 0.078, -0.002, 0.009, 0.013, 0.001, 0.005, -0.012, 0.001, 0.060, 0.044, -0.006, 0.003, 0.004, -0.006, -0.002, 0.014, -0.001, 0.001, 0.019, 0.002, 0.000, 0.000, 0.001, 0.000, 0.003, 0.000, 0.012, 0.004, -0.001, 0.001, 0.000, 0.006, 0.000, 0.000, 0.000, 0.002, 0.004, 0.000, 0.000, 0.000],
  "spin_multiplicity": 3,
  "e_lumo_ev": [-3.536, -3.633],
  "s2": 2.006,
  "total_charge": 1,
  "homo_energy_ev": [-12.88, -12.86],
  "orbital_gap_ev": [9.344, 9.229],
  "largest_force_ev_per_a": 0.3
}

[2]
{
  "formula": "C4H8N2O",
  "method": "the ωB97M-V functional and the def2-TZVPD basis",
  "elements": ["O", "N", "N", "C", "C", "C", "C", "H", "H", "H", "H", "H", "H", "H", "H"],
  "positions_angstrom": [[1.002, -2.631, 0.300], [-0.981, -0.080, 0.011], [0.386, 0.122, 0.427], [0.232, -0.676, -0.841], [0.509, -2.097, -0.928], [-0.386, 1.251, 0.034], [-0.793, 2.131, 1.194], [-1.854, 2.075, 1.407], [-0.250, 1.838, 2.028], [1.320, -1.947, 0.837], [0.377, 0.076, -1.653], [1.389, -2.146, -1.621], [-0.614, 3.252, 1.008], [-0.258, -2.859, -1.257], [-0.080, 1.691, -0.946]],
  "nbo_charge": [-0.707, -0.236, -0.282, 0.007, -0.117, 0.042, -0.633, 0.232, 0.231, 0.477, 0.192, 0.183, 0.218, 0.220, 0.174],
  "e_lumo_ev": 1.030,
  "homo_energy_ev": -9.43,
  "orbital_gap_ev": 10.459,
  "smiles": "C[C@H]1N2[C@@H](CO)N12",
  "largest_force_ev_per_a": 6.2,
  "de_lowest_kj_mol": 475.7
}

[3]
{
  "formula": "C25H20F10HfN4",
  "method": "the ωB97M-V functional and the def2-TZVPD basis",
  "elements": ["Hf", "F", "F", "F", "F", "F", "F", "F", "F", "F", "F", "N", "N", "N", "N", "C", "C", "C", "C", "C", "C", "C", "C", "C", "C", "C", "C", "C", "C", "C", "C", "C", "C", "C", "C", "C", "C", "C", "C", "C", "H", "H", "H", "H", "H", "H", "H", "H", "H", "H", "H", "H", "H", "H", "H", "H", "H", "H", "H", "H"],
  "positions_angstrom": [[0.222, -0.011, -0.060], [-1.117, -1.589, 1.102], [-3.766, 0.892, 2.936], [-6.198, 0.938, 1.668], [-1.469, -6.259, -1.586], [0.343, -4.543, -2.325], [-4.043, 0.794, -2.494], [-6.252, 0.926, -1.052], [-3.210, -5.783, 0.445], [-1.467, 0.858, 1.485], [-3.012, -3.385, 1.793], [0.682, -1.993, -0.734], [1.145, 0.352, -2.182], [1.352, 1.297, 0.630], [-1.424, 0.755, -1.135], [-2.648, 0.807, -0.553], [-1.200, -2.798, 0.430], [-0.418, -4.200, -1.268], [1.249, -0.957, -2.853], [-2.691, 0.846, 0.851], [1.647, -2.021, -1.831], [1.232, -0.394, 2.876], [3.338, 2.519, 4.102], [2.769, 2.908, 1.781], [-0.247, -2.972, -0.589], [-5.063, 0.906, 0.970], [2.632, 1.327, 4.072], [-2.280, -4.885, 0.125], [-3.919, 0.844, -1.156], [2.481, 0.974, -2.101], [-5.086, 0.899, -0.415], [-1.388, -5.119, -0.908], [0.195, 1.262, -2.848], [1.985, 0.911, 2.920], [2.018, 1.705, 1.745], [3.405, 3.291, 2.950], [-1.252, 0.863, -2.579], [2.872, 3.759, 0.544], [-2.179, -3.685, 0.804], [-3.836, 0.879, 1.609], [1.708, -2.980, -2.330], [3.162, 0.321, -1.560], [3.053, 4.802, 0.807], [2.640, -1.805, -1.428], [2.588, 0.707, 4.962], [3.969, 4.218, 2.960], [0.374, 1.310, -3.928], [1.601, -1.076, 3.639], [-1.508, -0.077, -3.081], [2.409, 1.901, -1.545], [0.280, -1.228, -3.273], [0.163, -0.236, 3.050], [1.977, -0.921, -3.672], [3.832, 2.848, 5.007], [0.345, 2.256, -2.424], [1.951, 3.697, -0.036], [-1.895, 1.631, -3.010], [3.701, 3.426, -0.088], [1.369, -0.868, 1.887], [2.880, 1.160, -3.105]],
  "nbo_charge": [2.297, -0.328, -0.280, -0.283, -0.282, -0.309, -0.308, -0.283, -0.281, -0.305, -0.279, -0.837, -0.516, -1.188, -0.829, 0.086, 0.281, 0.261, -0.229, 0.291, -0.233, -0.584, -0.252, -0.064, 0.092, 0.236, -0.201, 0.231, 0.267, -0.409, 0.297, 0.305, -0.221, -0.092, 0.228, -0.207, -0.221, -0.629, 0.296, 0.294, 0.230, 0.217, 0.212, 0.200, 0.200, 0.201, 0.200, 0.234, 0.184, 0.251, 0.210, 0.224, 0.202, 0.207, 0.228, 0.219, 0.218, 0.205, 0.164, 0.184],
  "e_lumo_ev": 0.049,
  "homo_energy_ev": -6.95,
  "orbital_gap_ev": 6.999,
  "largest_force_ev_per_a": 1.1
}